Record 1
The following is a DFT calculation (ωB97M-V with the def2-TZVPD basis set) of the molecule C4H7N at a distorted geometry.

Each line ends with the natural charge from an NBO analysis.
Element x y z (Å)
1 C 1.703 0.338 0.090  -0.382
2 C 0.927 -0.759 -0.125  -0.207
3 C -0.492 -0.670 -0.470  -0.141
4 C -1.188 0.633 -0.253  -0.260
5 N -1.519 -0.494 0.610  -0.561
6 H 1.246 1.421 -0.031  0.196
7 H 2.672 0.313 0.592  0.204
8 H 1.263 -1.771 0.162  0.209
9 H -0.855 -1.161 -1.353  0.213
10 H -0.792 1.500 0.215  0.192
11 H -1.957 0.919 -0.966  0.190
12 H -1.007 -0.268 1.528  0.348

LUMO = 1.19 eV
SMILES = C=C[C@@H]1CN1
HOMO = -9.295 eV
Charge = 0

---

Record 2
The following is a DFT calculation (ωB97M-V with the def2-TZVPD basis set) of C4H7N as an isolated structure at a distorted geometry.

Each line ends with the natural charge from an NBO analysis.
Element x y z (Å)
1 C 1.685 0.138 -0.298  0.094
2 C 0.768 -0.969 0.007  -0.523
3 C -0.075 0.214 0.565  -0.034
4 C -1.558 0.578 -0.255  -0.614
5 N 1.055 1.169 0.141  -0.370
6 H 2.720 -0.018 -0.666  0.177
7 H 0.161 -1.501 -0.700  0.225
8 H 1.075 -1.749 0.716  0.218
9 H -0.121 0.120 1.696  0.200
10 H -1.512 0.509 -1.317  0.209
11 H -1.892 1.567 -0.053  0.215
12 H -2.308 -0.057 0.164  0.204

LUMO = 1.17 eV
HOMO = -10.022 eV
Charge = 0

---

Record 3
The following is a DFT calculation (ωB97M-V with the def2-TZVPD basis set) of an isolated ion of composition C4H7N2 and charge +1 at a distorted geometry.

Each line ends with the natural charge from an NBO analysis.
Element x y z (Å)
1 C 1.867 0.606 -0.030  0.023
2 C -0.657 1.387 -0.251  0.212
3 C -0.125 -0.445 0.979  -0.074
4 C 0.156 -0.693 -1.039  -0.032
5 N 1.053 -0.362 0.064  -0.407
6 N -0.925 -0.032 -0.227  -0.510
7 H 2.200 1.126 0.858  0.166
8 H -1.575 1.942 -0.007  0.147
9 H -0.361 -1.462 1.303  0.256
10 H -0.127 0.262 1.812  0.254
11 H 0.398 -0.202 -1.984  0.268
12 H -0.010 -1.767 -1.155  0.241
13 H -1.894 -0.360 -0.322  0.457

LUMO (spin up / spin down) = -6.58 / -6.70 eV
HOMO (spin up / spin down) = -12.627 / -12.468 eV
Charge = +1

---

Record 4
The following is a DFT calculation (ωB97M-V with the def2-TZVPD basis set) of an isolated ion of composition C4H7N2 and charge +1 at a distorted geometry.

Each line ends with the natural charge from an NBO analysis.
Element x y z (Å)
1 C -2.013 0.278 0.112  -0.476
2 C -2.848 -0.438 -0.464  0.227
3 C -0.867 0.949 0.317  0.048
4 C 0.451 0.240 0.362  0.049
5 N 1.384 0.781 -0.536  -0.826
6 N 0.141 -1.334 0.007  -0.771
7 H -0.689 2.069 0.464  0.283
8 H 0.614 0.403 1.463  0.272
9 H 2.285 0.629 -0.220  0.399
10 H 1.292 1.001 -1.483  0.424
11 H 0.941 -1.539 -0.611  0.456
12 H -0.894 -1.181 -0.318  0.472
13 H 0.203 -1.858 0.906  0.445

LUMO = -6.32 eV
HOMO = -14.978 eV
Charge = +1

---

Record 5
The following is a DFT calculation (ωB97M-V with the def2-TZVPD basis set) of an isolated ion of composition C4H7N2 and charge +1 at a distorted geometry.

Each line ends with the natural charge from an NBO analysis.
Element x y z (Å)
1 C 2.457 0.388 0.180  0.030
2 N 1.421 0.221 -0.541  -0.408
3 C 0.418 -0.757 -0.137  -0.118
4 N -0.909 -0.245 -0.199  -0.194
5 C -2.142 -0.453 0.032  0.275
6 C -1.774 0.965 -0.096  -0.194
7 H 3.081 1.175 -0.016  0.199
8 H 2.710 -0.297 0.917  0.154
9 H 0.765 -1.196 0.923  0.230
10 H 0.466 -1.632 -0.765  0.250
11 H -2.807 -1.409 -0.078  0.299
12 H -2.031 1.605 -0.934  0.245
13 H -1.656 1.635 0.714  0.232

LUMO = -5.54 eV
SMILES = C=NC[N+]1=CC1
HOMO = -14.320 eV
Charge = +1

---

Record 6
The following is a DFT calculation (ωB97M-V with the def2-TZVPD basis set) of C4H7N2 as an isolated structure at a distorted geometry.

Each line ends with the natural charge from an NBO analysis.
Element x y z (Å)
1 C 0.381 -1.718 -0.090  0.157
2 C 1.607 -0.811 0.190  -0.156
3 C 0.752 1.513 -0.117  0.022
4 C -1.662 0.066 0.187  -0.415
5 N -0.397 -0.576 -0.311  -0.208
6 N 0.751 0.231 -0.058  -0.102
7 H 0.089 -2.717 -0.178  0.251
8 H 2.633 -0.817 0.036  0.251
9 H 0.033 2.175 -0.537  0.245
10 H 1.587 2.216 0.197  0.259
11 H -2.363 -0.758 0.219  0.249
12 H -1.587 0.521 1.110  0.221
13 H -1.823 0.677 -0.648  0.226

LUMO = -5.78 eV
HOMO = -13.645 eV
Charge = +1

---

Record 7
The following is a DFT calculation (ωB97M-V with the def2-TZVPD basis set) of an isolated ion of composition C4H7N2 and charge +1 at a distorted geometry.

Each line ends with the natural charge from an NBO analysis.
Element x y z (Å)
1 C -1.900 1.510 0.016  -0.054
2 C -1.007 0.855 -0.504  0.059
3 N 0.161 0.065 -0.622  -0.280
4 C 0.947 -0.179 -1.705  0.157
5 C 0.360 -0.919 0.438  -0.052
6 N 0.347 -0.231 1.727  -0.826
7 H -2.871 1.804 0.502  0.299
8 H 0.839 0.407 -2.620  0.239
9 H 1.729 -0.849 -1.677  0.222
10 H -0.444 -1.641 0.317  0.234
11 H 1.295 -1.422 0.211  0.217
12 H 1.079 0.490 1.792  0.385
13 H -0.534 0.109 2.125  0.402

LUMO = -6.26 eV
SMILES = C#C[N+](=C)CN
HOMO = -14.362 eV
Charge = +1

---

Record 8
The following is a DFT calculation (ωB97M-V with the def2-TZVPD basis set) of an isolated ion of composition C4H7N2 and charge +1 at a distorted geometry.

Each line ends with the natural charge from an NBO analysis.
Element x y z (Å)
1 C -1.734 -1.076 -0.164  -0.327
2 C -1.233 -1.081 -1.321  0.172
3 C -0.886 -0.304 1.180  -0.168
4 C 1.965 1.123 -0.407  -0.463
5 N 0.224 0.325 0.838  -0.028
6 N 0.749 0.442 -0.228  0.004
7 H -2.411 -1.625 0.371  0.300
8 H -0.948 -1.118 -2.267  0.228
9 H -1.429 0.443 1.680  0.268
10 H -0.828 -1.127 1.831  0.265
11 H 1.629 2.056 -0.761  0.255
12 H 2.458 0.710 -1.279  0.256
13 H 2.445 1.232 0.528  0.237

LUMO (spin up / spin down) = -6.04 / -6.05 eV
HOMO (spin up / spin down) = -14.522 / -14.520 eV
Charge = +1

---

Record 9
The following is a DFT calculation (ωB97M-V with the def2-TZVPD basis set) of C4H7N2 as an isolated structure at a distorted geometry.

Each line ends with the natural charge from an NBO analysis.
Element x y z (Å)
1 C -0.915 0.261 0.309  0.441
2 C 3.135 0.229 0.158  0.115
3 C 0.145 -0.862 0.099  -0.333
4 C -2.352 0.368 0.026  -0.762
5 N 0.048 1.254 0.042  -0.120
6 N 0.821 0.251 -0.401  -0.024
7 H 3.438 -0.743 0.407  0.124
8 H 3.653 0.679 -0.685  0.153
9 H 0.638 -1.314 0.920  0.270
10 H -0.165 -1.471 -0.762  0.251
11 H -3.069 0.471 0.824  0.319
12 H -2.839 -0.440 -0.514  0.288
13 H -2.539 1.316 -0.421  0.280

LUMO (spin up / spin down) = -6.61 / -7.07 eV
HOMO (spin up / spin down) = -13.974 / -15.465 eV
Charge = +1